(1)
This record from OMol25 describes the molecule C4H9NS in a non-equilibrium geometry. The level of theory is wB97M-V/def2-TZVPD.

SMILES = C=C(CN)CS
lowest unoccupied orbital energy = 0.836 eV
ΔE to the lowest compared entry with this formula, charge and spin = 31.2 kcal/mol
Kohn-Sham gap = 9.9 eV
strongest force on any atom = 2.557 eV/A
E_HOMO = -9.1 eV

XYZ file:
```
15
Properties=species:S:1:pos:R:3:forces:R:3
C -0.572037 1.492098 -0.569942 -0.03 -0.24 -0.02
C 0.027409 0.399820 -0.017735 0.20 2.31 -1.09
C -0.646076 -0.913460 -0.025269 -1.28 -0.82 -0.54
N -2.105685 -0.769975 -0.308770 1.26 -0.10 0.18
C 1.423275 0.426769 0.571980 -1.13 -0.28 0.62
S 2.526921 -0.526958 -0.518540 0.60 0.35 -0.15
H -0.315116 2.582337 -0.479564 0.53 -1.45 -0.03
H -1.455705 1.330019 -1.215277 0.31 0.02 0.91
H -0.239671 -1.631920 -0.739401 0.23 0.18 -0.19
H -0.512131 -1.392308 0.945190 0.31 0.00 0.29
H -2.461371 -0.440485 0.577721 -0.72 -0.01 -0.09
H -2.457289 -1.696689 -0.493989 -0.36 -0.11 0.15
H 1.368590 -0.148757 1.504028 0.26 0.47 0.12
H 1.696454 1.467645 0.736786 0.42 -0.20 -0.06
H 3.722432 -0.178137 0.032775 -0.57 -0.11 -0.09
```
Positions in Å, forces in eV/Å.

(2)
This record from OMol25 describes the molecule C2H6O2 in a non-equilibrium geometry. The level of theory is wB97M-V/def2-TZVPD.

SMILES = OCCO
lowest unoccupied orbital energy = 0.900 eV
ΔE to the lowest compared entry with this formula, charge and spin = 107.2 kcal/mol
Kohn-Sham gap = 9.0 eV
strongest force on any atom = 3.848 eV/A
E_HOMO = -8.1 eV

XYZ file:
```
10
Properties=species:S:1:pos:R:3:forces:R:3
O -0.564142 -1.163908 -1.281410 0.22 1.07 0.74
C 0.155629 -0.847940 -0.082162 1.08 -1.03 2.01
C 0.291703 0.703012 0.963121 -1.13 -0.23 -2.48
O -0.173648 1.072331 -0.398542 -0.62 3.76 -0.52
H -0.122027 -0.812188 -2.073108 -0.06 0.13 0.59
H -0.348902 -1.442147 0.643784 0.25 -1.02 0.35
H 1.210597 -0.958337 -0.246390 0.26 -0.54 0.16
H -0.473643 1.024239 1.709589 0.31 -0.83 -0.44
H 1.155537 1.396839 1.152134 -0.16 -1.47 -0.24
H -1.131104 1.028097 -0.387015 -0.16 0.15 -0.18
```
Positions in Å, forces in eV/Å.